Version 1
Formula: C3H5Cl2F
Source: the Open Molecules 2025 dataset
Level of theory: the ωB97M-V functional and the def2-TZVPD basis

Results
- Gap between HOMO and LUMO: 11.94 eV
- 2S+1: 1
- SMILES: CCC(F)(Cl)Cl
- LUMO energy: 0.0289 Ha

Each atom is followed by the atoms it is bonded to, with distances in Å.
Geometry (Å):
1 C -1.29 -0.26 -0.06  C2 1.524, H7 1.068, H8 1.056, H9 1.067
2 C 0.18 -0.47 -0.42  C1 1.524, C3 1.495, H10 1.079, H11 1.030
3 C 1.02 0.46 0.40  C2 1.495, F4 1.288, Cl5 1.841, Cl6 1.788
4 F 0.73 0.30 1.65  C3 1.288
5 Cl 0.56 2.19 -0.02  C3 1.841
6 Cl 2.71 0.13 -0.06  C3 1.788
7 H -1.96 -0.85 -0.65  C1 1.068
8 H -1.50 -0.36 0.97  C1 1.056
9 H -1.36 0.78 -0.28  C1 1.067
10 H 0.52 -1.44 -0.11  C2 1.079
11 H 0.39 -0.48 -1.43  C2 1.030

Let us look at the natural (NBO) charges, expressed in e, one per atom:
1. C -0.619
2. C -0.473
3. C 0.393
4. F -0.308
5. Cl -0.080
6. Cl -0.020
7. H 0.220
8. H 0.216
9. H 0.220
10. H 0.219
11. H 0.232



Version 2
Formula: C3H5Cl2F
Source: the Open Molecules 2025 dataset
Level of theory: the ωB97M-V functional and the def2-TZVPD basis

Results
- Gap between HOMO and LUMO: 11.46 eV
- 2S+1: 1
- SMILES: C[C@H](Cl)[C@H](F)Cl
- LUMO energy: 0.0299 Ha

Each atom is followed by the atoms it is bonded to, with distances in Å.
Geometry (Å):
1 C -0.59 -0.83 -0.71  C2 1.487, H7 1.073, H8 1.201, H9 1.118
2 C 0.65 -0.17 -0.22  C1 1.487, Cl3 1.749, C4 1.591, H10 1.093
3 Cl 1.70 -1.17 0.76  C2 1.749
4 C 0.12 0.90 0.83  C2 1.591, F5 1.337, Cl6 1.747, H11 1.090
5 F -0.44 0.33 1.90  C4 1.337
6 Cl -1.03 2.01 0.11  C4 1.747
7 H -0.17 -1.59 -1.34  C1 1.073
8 H -1.10 0.06 -1.33  C1 1.201
9 H -1.29 -1.25 0.05  C1 1.118
10 H 1.26 0.05 -1.10  C2 1.093
11 H 0.88 1.66 1.05  C4 1.090

Let us look at the natural (NBO) charges, expressed in e, one per atom:
1. C -0.643
2. C -0.259
3. Cl -0.036
4. C 0.185
5. F -0.319
6. Cl -0.052
7. H 0.221
8. H 0.236
9. H 0.235
10. H 0.243
11. H 0.189



Least stable = version 2